{"formula": "C3H5NOS", "method": "wB97M-V/def2-TZVPD", "lumo_ev": [0.26, -0.05], "orbital_gap_ha": [0.272, 0.303], "total_energy_ev": -17560.076, "total_charge": 0, "species": ["C", "C", "C", "N", "O", "S", "H", "H", "H", "H", "H"], "coordinates": [[1.786, 0.686, -0.821], [1.509, 0.789, 0.551], [-2.457, -0.656, 0.226], [1.329, -0.423, -1.414], [0.689, -0.187, 1.016], [0.402, -1.184, -0.378], [2.468, 1.364, -1.144], [1.799, 1.518, 1.269], [-2.407, 0.359, 0.374], [-2.257, -1.282, 0.983], [-2.862, -0.984, -0.662]], "lowdin_charge": [-0.26, -0.19, 0.05, -0.32, -0.35, 1.02, 0.07, 0.11, -0.03, -0.06, -0.03]}



{"formula": "C29H86BrN16O11", "method": "wB97M-V/def2-TZVPD", "lumo_ev": 2.06, "orbital_gap_ha": 0.305, "total_energy_ev": -147875.573, "total_charge": -1, "species": ["Br", "C", "O", "N", "N", "H", "H", "H", "H", "C", "O", "N", "N", "H", "H", "H", "H", "C", "O", "N", "N", "H", "H", "H", "H", "C", "O", "N", "N", "H", "H", "H", "H", "C", "O", "N", "N", "H", "H", "H", "H", "C", "C", "C", "O", "C", "N", "H", "H", "H", "H", "H", "H", "H", "H", "H", "H", "H", "C", "C", "C", "O", "C", "N", "H", "H", "H", "H", "H", "H", "H", "H", "H", "H", "H", "C", "C", "C", "O", "C", "N", "H", "H", "H", "H", "H", "H", "H", "H", "H", "H", "H", "C", "C", "C", "O", "C", "N", "H", "H", "H", "H", "H", "H", "H", "H", "H", "H", "H", "C", "C", "C", "O", "C", "N", "H", "H", "H", "H", "H", "H", "H", "H", "H", "H", "H", "C", "C", "C", "O", "C", "N", "H", "H", "H", "H", "H", "H", "H", "H", "H", "H", "H"], "coordinates": [[-0.763, 0.936, -0.033], [1.567, 3.266, 2.760], [2.431, 2.432, 2.723], [1.436, 4.153, 3.681], [0.561, 3.487, 1.891], [0.647, 4.779, 3.594], [2.068, 4.209, 4.466], [0.033, 4.348, 1.919], [0.511, 2.879, 1.086], [-1.174, -2.716, -1.852], [-1.444, -3.758, -2.408], [-0.924, -2.606, -0.575], [-1.145, -1.573, -2.455], [-1.129, -3.352, 0.075], [-0.816, -1.671, -0.209], [-1.228, -1.387, -3.444], [-1.056, -0.796, -1.816], [0.226, -0.259, 4.631], [1.045, 0.147, 3.849], [0.356, -1.331, 5.314], [-0.728, 0.453, 4.992], [1.128, -1.965, 5.165], [-0.419, -1.504, 5.938], [-1.418, 0.121, 5.651], [-0.889, 1.396, 4.668], [-3.074, 1.853, 3.375], [-3.472, 2.398, 4.425], [-3.533, 0.781, 2.797], [-2.026, 2.266, 2.790], [-4.289, 0.338, 3.299], [-3.134, 0.484, 1.918], [-1.616, 1.891, 1.947], [-1.486, 2.993, 3.238], [0.011, 3.965, -2.786], [0.401, 4.998, -3.219], [-1.047, 3.389, -3.110], [0.621, 3.305, -1.865], [-1.419, 2.596, -2.607], [-1.500, 3.752, -3.937], [0.128, 2.589, -1.351], [1.512, 3.697, -1.596], [2.314, -4.020, -4.821], [2.851, -2.675, -4.647], [1.756, -1.568, -4.331], [2.286, -0.249, -4.144], [1.388, 0.790, -3.967], [3.846, -2.714, -3.563], [2.099, -3.975, -5.888], [1.518, -4.271, -4.120], [3.142, -4.728, -4.847], [3.371, -2.359, -5.552], [1.166, -1.867, -3.464], [1.053, -1.681, -5.156], [1.904, 1.711, -3.696], [0.796, 0.514, -3.094], [0.649, 0.886, -4.763], [3.445, -3.185, -2.764], [4.019, -1.767, -3.258], [-0.326, -7.921, 1.968], [-0.310, -6.787, 2.977], [-1.129, -5.594, 2.491], [-0.471, -4.688, 1.660], [0.410, -3.831, 2.419], [-0.781, -7.382, 4.243], [0.217, -8.818, 2.265], [0.014, -7.798, 0.939], [-1.337, -8.295, 1.803], [0.712, -6.452, 3.155], [-1.472, -5.020, 3.352], [-2.083, -5.856, 2.032], [1.245, -3.445, 1.834], [0.758, -4.191, 3.387], [-0.090, -2.889, 2.641], [-1.215, -6.623, 4.748], [-1.538, -8.046, 4.166], [5.709, 4.438, -0.225], [4.824, 4.802, -1.452], [3.296, 5.140, -1.085], [3.298, 6.332, -0.257], [1.995, 6.708, -0.010], [5.429, 5.961, -2.099], [6.763, 4.456, -0.501], [5.561, 3.418, 0.130], [5.630, 5.113, 0.627], [4.886, 4.053, -2.241], [2.806, 4.295, -0.600], [2.729, 5.434, -1.968], [1.571, 7.178, -0.898], [1.965, 7.487, 0.751], [1.426, 5.892, 0.434], [5.264, 6.698, -1.428], [4.913, 6.161, -2.944], [-4.897, -4.587, -2.386], [-5.085, -3.485, -1.284], [-4.414, -3.876, 0.048], [-4.554, -2.821, 1.055], [-3.460, -2.731, 1.930], [-4.475, -2.262, -1.745], [-5.430, -5.446, -1.978], [-3.854, -4.815, -2.608], [-5.344, -4.335, -3.348], [-6.134, -3.354, -1.017], [-3.368, -4.171, -0.041], [-4.787, -4.780, 0.529], [-2.521, -2.414, 1.478], [-3.333, -3.629, 2.535], [-3.912, -2.000, 2.600], [-3.472, -2.366, -1.795], [-4.499, -1.626, -0.961], [3.425, 1.188, -0.714], [3.335, -0.265, -0.255], [4.662, -1.066, -0.297], [4.439, -2.377, 0.099], [5.598, -3.030, 0.592], [2.696, -0.438, 1.094], [3.598, 1.140, -1.789], [4.274, 1.655, -0.214], [2.490, 1.684, -0.457], [2.758, -0.833, -0.986], [5.261, -0.706, 0.540], [5.120, -1.039, -1.285], [5.932, -3.817, -0.084], [5.196, -3.512, 1.483], [6.437, -2.395, 0.875], [1.761, -0.077, 0.975], [2.762, -1.446, 1.089], [-4.337, 5.669, 0.290], [-3.463, 4.376, 0.564], [-4.248, 3.133, 0.015], [-4.455, 3.263, -1.306], [-5.036, 2.103, -1.906], [-2.230, 4.631, -0.095], [-4.385, 5.787, -0.793], [-4.001, 6.529, 0.869], [-5.363, 5.446, 0.583], [-3.299, 4.195, 1.627], [-5.226, 3.065, 0.492], [-3.649, 2.255, 0.257], [-4.414, 1.234, -1.691], [-5.209, 2.162, -2.981], [-6.065, 1.897, -1.610], [-2.385, 4.738, -1.087], [-1.663, 3.795, -0.073]], "lowdin_charge": [0.21, -0.77, 0.06, 0.15, 0.14, 0.10, 0.12, 0.09, -0.01, -0.83, 0.02, 0.19, 0.16, 0.07, -0.01, 0.13, -0.04, -0.87, 0.06, 0.17, 0.20, 0.12, 0.11, 0.12, 0.10, -0.81, -0.02, 0.19, 0.14, 0.12, 0.07, -0.06, 0.10, -0.90, 0.06, 0.19, 0.17, 0.09, 0.13, -0.09, 0.06, -0.08, -0.45, -0.17, -0.19, -0.13, 0.04, 0.08, 0.09, 0.08, 0.13, 0.10, 0.12, 0.08, 0.06, 0.09, 0.07, 0.04, -0.08, -0.41, -0.24, -0.19, -0.07, 0.04, 0.07, 0.08, 0.07, 0.13, 0.10, 0.13, 0.09, 0.08, 0.08, 0.05, 0.06, -0.06, -0.38, -0.15, -0.20, -0.13, 0.01, 0.07, 0.05, 0.07, 0.13, 0.09, 0.10, 0.10, 0.08, 0.07, 0.06, 0.07, -0.05, -0.40, -0.18, -0.20, -0.11, 0.05, 0.06, 0.06, 0.07, 0.13, 0.11, 0.12, 0.07, 0.08, 0.08, 0.03, 0.06, -0.04, -0.41, -0.22, -0.21, -0.10, 0.08, 0.07, 0.07, 0.05, 0.11, 0.12, 0.12, 0.08, 0.09, 0.09, 0.00, 0.04, -0.05, -0.40, -0.27, -0.18, -0.08, 0.05, 0.07, 0.07, 0.06, 0.12, 0.12, 0.07, 0.08, 0.08, 0.08, 0.06, 0.01]}



{"formula": "C50H60CoGe2N4OSi", "method": "wB97M-V/def2-TZVPD", "lumo_ev": [0.30, 0.30], "orbital_gap_ha": [0.243, 0.243], "total_energy_ev": -219368.542, "total_charge": 0, "spin_multiplicity": 2, "species": ["Co", "N", "C", "C", "C", "C", "C", "C", "C", "C", "C", "C", "C", "C", "H", "H", "H", "H", "H", "H", "H", "H", "H", "H", "C", "C", "Ge", "C", "C", "C", "C", "Ge", "C", "C", "C", "C", "C", "C", "C", "C", "C", "C", "H", "H", "H", "H", "H", "H", "H", "H", "H", "H", "H", "H", "H", "H", "H", "H", "H", "H", "H", "H", "H", "H", "H", "H", "H", "H", "C", "Si", "C", "C", "N", "C", "C", "C", "C", "C", "C", "O", "C", "C", "C", "C", "C", "C", "H", "H", "H", "H", "H", "H", "H", "H", "H", "H", "H", "H", "H", "H", "H", "H", "H", "H", "N", "C", "N", "C", "C", "C", "C", "C", "C", "H", "H", "H", "H", "H", "H"], "coordinates": [[-0.043, -0.296, 0.206], [-0.121, -0.889, 3.150], [-1.237, -0.546, 3.992], [-1.044, -0.714, 5.359], [-1.990, -0.295, 6.273], [-3.125, 0.343, 5.798], [-3.320, 0.477, 4.435], [-2.427, -0.012, 3.469], [-2.832, -0.049, 2.011], [-4.217, 0.070, 1.752], [-4.761, -0.063, 0.488], [-3.932, -0.453, -0.561], [-2.601, -0.666, -0.273], [-1.965, -0.390, 0.949], [0.114, -0.097, 2.564], [0.697, -1.080, 3.720], [-0.114, -1.158, 5.701], [-1.826, -0.433, 7.334], [-3.863, 0.737, 6.485], [-4.210, 0.994, 4.110], [-4.911, 0.230, 2.564], [-5.826, 0.073, 0.340], [-4.323, -0.617, -1.560], [-1.990, -1.052, -1.090], [-1.949, -4.610, 1.377], [-1.674, -3.363, 2.227], [-0.136, -2.318, 1.564], [1.445, -3.205, 2.429], [1.742, -4.667, 2.087], [0.262, -2.935, -2.329], [0.986, -2.066, -3.399], [-0.005, 1.381, -1.728], [1.622, 2.137, -2.620], [1.748, 1.986, -4.138], [-1.461, 1.837, -3.005], [-1.563, 0.848, -4.172], [1.076, -2.699, -4.778], [1.006, -4.072, -4.990], [1.160, -4.612, -6.263], [1.382, -3.787, -7.353], [1.455, -2.413, -7.158], [1.307, -1.883, -5.887], [-2.889, -5.092, 1.655], [-1.159, -5.358, 1.477], [-2.022, -4.361, 0.313], [-1.478, -3.634, 3.270], [-2.551, -2.714, 2.214], [1.248, -3.142, 3.507], [2.320, -2.580, 2.217], [0.940, -5.325, 2.430], [2.662, -5.011, 2.568], [1.865, -4.836, 1.017], [-0.240, -3.787, -2.791], [2.505, 1.744, -2.109], [1.600, 3.213, -2.421], [1.696, 0.953, -4.478], [2.704, 2.385, -4.489], [0.960, 2.537, -4.656], [-1.328, 2.863, -3.362], [-2.407, 1.805, -2.466], [-0.662, 0.822, -4.787], [-2.398, 1.093, -4.834], [-1.733, -0.172, -3.814], [0.849, -4.745, -4.155], [1.107, -5.686, -6.396], [1.497, -4.208, -8.345], [1.626, -1.752, -7.999], [1.363, -0.810, -5.750], [4.137, -2.700, -0.598], [2.459, -1.960, -1.034], [1.224, -3.380, -1.220], [2.400, -1.656, -2.894], [1.951, -0.668, -0.011], [2.759, 0.352, 0.402], [4.101, 0.548, -0.009], [4.868, 1.632, 0.379], [4.342, 2.619, 1.200], [3.028, 2.478, 1.630], [2.278, 1.378, 1.256], [0.917, 1.257, 1.618], [0.404, 1.996, 2.685], [-0.845, 2.556, 2.517], [-1.434, 3.239, 3.573], [-0.784, 3.335, 4.794], [0.455, 2.729, 4.961], [1.059, 2.055, 3.909], [4.155, -3.721, -0.995], [4.317, -2.754, 0.481], [4.979, -2.169, -1.049], [1.832, -4.227, -1.570], [-0.539, -2.344, -1.878], [0.687, -3.734, -0.342], [3.145, -2.336, -3.326], [2.677, -0.656, -3.221], [0.396, -1.153, -3.513], [4.540, -0.168, -0.689], [5.886, 1.709, 0.016], [4.930, 3.476, 1.505], [2.585, 3.239, 2.259], [-1.368, 2.396, 1.590], [-2.420, 3.670, 3.439], [-1.248, 3.855, 5.623], [0.958, 2.769, 5.919], [2.023, 1.580, 4.036], [0.234, 5.224, 0.155], [0.678, 4.041, -0.316], [-0.298, 3.227, -0.626], [-1.480, 3.917, -0.325], [-2.807, 3.482, -0.311], [-3.761, 4.371, 0.138], [-3.419, 5.661, 0.582], [-2.107, 6.085, 0.617], [-1.151, 5.179, 0.168], [0.819, 5.972, 0.476], [1.730, 3.804, -0.394], [-3.071, 2.473, -0.596], [-4.797, 4.062, 0.166], [-4.201, 6.327, 0.925], [-1.836, 7.061, 0.999]], "lowdin_charge": [0.10, 0.03, -0.21, -0.03, -0.09, -0.08, -0.04, -0.11, -0.19, -0.05, -0.10, -0.10, -0.18, -0.21, 0.04, 0.10, 0.12, 0.10, 0.10, 0.10, 0.09, 0.10, 0.10, 0.06, -0.17, -0.35, 1.01, -0.37, -0.17, -0.20, -0.30, 1.04, -0.37, -0.17, -0.39, -0.18, -0.19, -0.04, -0.09, -0.10, -0.09, -0.04, 0.06, 0.05, 0.06, 0.07, 0.05, 0.05, 0.04, 0.06, 0.07, 0.05, 0.10, 0.04, 0.04, 0.02, 0.07, 0.06, 0.06, 0.02, 0.04, 0.07, 0.06, 0.10, 0.10, 0.10, 0.10, 0.10, -0.17, 0.46, -0.24, -0.16, -0.14, -0.32, -0.05, -0.10, -0.11, -0.07, -0.19, -0.12, -0.28, -0.01, -0.05, -0.08, -0.07, -0.03, 0.03, 0.03, 0.02, 0.09, 0.07, 0.01, 0.09, 0.06, 0.09, 0.08, 0.10, 0.09, 0.11, 0.10, 0.11, 0.10, 0.11, 0.13, 0.16, -0.13, 0.01, -0.22, -0.01, -0.07, -0.08, -0.01, -0.19, 0.16, 0.13, 0.10, 0.11, 0.10, 0.11]}